A structure of composition C33H31F9GeNOPtS2Si in a non-equilibrium geometry. Source: the Open Molecules 2025 dataset; level of theory: ωB97M-V with the def2-TZVPD basis set.

The geometry in XYZ format:
```
80
Properties=species:S:1:pos:R:3:mulliken_spin:R:1
Pt 0.96 0.26 0.37 -0.011
C 1.79 1.84 3.42 0.003
Si 0.73 0.54 2.66 0.004
C 0.79 -1.14 3.42 -0.001
C -1.03 1.22 3.07 0.161
C -1.91 1.84 2.10 -0.132
C -3.25 2.23 2.45 0.101
C -3.69 2.07 3.72 0.035
C -2.82 1.49 4.68 0.213
C -1.50 1.08 4.35 0.126
H 1.60 1.83 4.50 0.000
H 1.55 2.83 3.02 0.001
H 2.85 1.66 3.25 0.000
H 0.78 -1.05 4.51 0.000
H 1.71 -1.67 3.14 0.000
H -0.06 -1.75 3.10 0.000
H -1.56 2.04 1.10 0.302
H -3.88 2.68 1.69 -0.008
H -4.67 2.40 4.02 0.004
H -3.17 1.36 5.70 -0.003
H -0.88 0.66 5.14 0.010
C -0.37 -2.64 -5.37 0.000
C 0.74 -2.02 -4.81 0.000
C 0.72 -1.63 -3.48 0.000
C -0.43 -1.82 -2.72 0.000
C -1.54 -2.47 -3.26 -0.001
C -1.50 -2.87 -4.59 0.000
Ge -0.64 -1.12 -0.91 0.007
C -2.44 -0.61 -0.45 0.002
C -3.41 -0.38 -1.42 0.026
C -4.75 -0.22 -1.04 0.048
C -5.10 -0.23 0.30 -0.020
C -4.13 -0.39 1.28 0.060
C -2.79 -0.56 0.91 0.095
C -0.32 -2.81 0.04 -0.001
C -1.31 -3.38 0.87 0.004
C -0.99 -4.46 1.68 0.000
C 0.29 -5.00 1.67 0.000
C 1.25 -4.47 0.82 0.000
C 0.95 -3.39 0.01 0.000
H -0.35 -2.97 -6.40 0.000
H 1.62 -1.84 -5.41 0.000
H 1.60 -1.16 -3.05 0.000
H -2.41 -2.68 -2.66 0.000
H -2.35 -3.38 -5.01 0.000
H -3.14 -0.33 -2.46 0.003
H -5.50 -0.08 -1.80 0.001
H -6.14 -0.11 0.59 0.000
H -4.40 -0.39 2.33 0.004
H -2.04 -0.71 1.67 -0.054
H -2.32 -2.99 0.88 -0.001
H -1.75 -4.88 2.33 0.000
H 0.52 -5.85 2.29 0.000
H 2.24 -4.91 0.79 0.000
H 1.71 -3.00 -0.66 0.000
S 3.02 -0.91 -0.02 0.000
C 4.38 -0.05 -0.63 0.000
N 4.43 1.07 -1.28 0.000
C 5.76 1.62 -1.57 0.000
C 6.73 0.45 -1.50 0.000
S 5.92 -0.78 -0.41 0.000
H 3.60 1.60 -1.47 0.000
H 6.00 2.39 -0.84 0.000
H 5.76 2.08 -2.56 0.000
H 7.68 0.72 -1.05 0.000
H 6.90 -0.02 -2.46 0.000
F 0.51 3.28 -3.42 0.000
C 0.53 2.35 -2.49 0.000
F -0.30 1.37 -2.83 0.000
F 1.78 1.80 -2.49 0.000
C 0.18 2.87 -1.06 0.004
O -0.19 1.84 -0.24 0.019
C 1.39 3.68 -0.48 0.000
F 1.01 4.38 0.58 0.000
F 1.96 4.48 -1.37 0.000
F 2.36 2.84 -0.04 0.000
C -1.03 3.85 -1.18 0.000
F -0.66 5.04 -1.61 0.000
F -1.94 3.35 -2.01 0.000
F -1.61 3.99 0.02 0.002
```

The calculation puts the orbital gap (spin up / spin down) at 6.17 / 4.08 eV. Its total charge is +2. Its total energy is -152014.89714 eV. The value obtained for the energy above the lowest of the compared OMol25 structures with the same formula, charge and spin is 21.31 kcal per mole. Its spin multiplicity is 2.

***

A structure of composition C16H13BrN4O2ReS3SbSe4 in a non-equilibrium geometry. Source: the Open Molecules 2025 dataset; level of theory: ωB97M-V with the def2-TZVPD basis set.

The geometry in XYZ format:
```
45
Properties=species:S:1:pos:R:3:mulliken_spin:R:1
Re -0.65 -0.41 0.07 0.703
O 3.04 3.19 -0.35 0.000
C 3.62 1.98 -0.32 0.001
C 5.02 1.94 -0.33 0.000
C 5.70 0.74 -0.32 0.000
C 5.01 -0.46 -0.31 0.003
C 3.63 -0.43 -0.31 -0.003
C 2.93 0.76 -0.32 0.037
C 1.46 0.71 -0.37 -0.030
O 0.92 -0.32 -0.84 -0.018
N 0.83 1.80 -0.01 0.023
N -0.51 1.54 0.05 0.009
C -1.36 2.52 0.16 -0.020
S -2.98 2.19 0.69 0.007
C -3.53 3.92 0.76 0.000
C -2.72 4.68 -0.26 0.000
S -0.96 4.19 -0.11 -0.001
H 2.06 3.08 -0.27 0.004
H 5.54 2.88 -0.34 0.000
H 6.78 0.73 -0.33 0.000
H 5.52 -1.41 -0.30 0.000
H 3.09 -1.37 -0.29 -0.001
H -3.38 4.27 1.79 0.000
H -4.59 3.89 0.50 -0.001
H -2.77 5.76 -0.11 0.000
H -3.04 4.42 -1.27 0.000
Se -5.15 -1.58 -3.37 -0.022
Sb -4.87 -0.71 -1.13 0.009
Se -2.60 -0.54 -0.59 0.054
Se -6.07 1.41 -1.08 0.030
Se -6.47 -1.96 0.23 0.136
Br -2.87 -2.90 1.35 -0.001
C -1.35 -3.50 0.46 0.004
C -1.21 -4.86 0.27 -0.002
C -0.02 -5.34 -0.24 0.003
C 0.97 -4.43 -0.55 0.004
C 0.73 -3.09 -0.40 0.020
N -0.43 -2.57 0.08 -0.009
H -2.03 -5.50 0.54 0.000
H 0.13 -6.40 -0.40 0.000
H 1.94 -4.73 -0.92 0.000
H 1.49 -2.37 -0.69 -0.006
S 0.57 -0.72 4.21 0.016
C -0.34 -0.54 2.94 0.008
N -1.06 -0.46 2.00 0.044
```

The calculation puts the orbital gap (spin up / spin down) at 3.84 / 4.04 eV. Its total charge is -1. Its total energy is -399457.37092 eV. The value obtained for the energy above the lowest of the compared OMol25 structures with the same formula, charge and spin is 153.23 kcal per mole. Its spin multiplicity is 2.

***

A structure of composition C6H20MoN3S in a non-equilibrium geometry. Source: the Open Molecules 2025 dataset; level of theory: ωB97M-V with the def2-TZVPD basis set.

The geometry in XYZ format:
```
31
Properties=species:S:1:pos:R:3:mulliken_spin:R:1
C 0.53 -1.25 -2.58 -0.118
Mo 1.25 0.68 -2.35 2.251
N 2.32 2.63 -2.35 -0.029
H 1.41 0.86 -3.96 -0.082
H 1.65 3.40 -2.52 0.003
H 2.68 -0.12 -2.67 -0.065
H 0.97 -1.60 -3.54 0.014
H -0.58 -1.31 -2.60 0.008
H 0.93 -1.87 -1.75 0.019
H 2.75 2.83 -1.44 0.001
H 3.05 2.72 -3.06 0.005
C -3.04 -1.51 1.66 0.000
C -1.79 -1.40 0.80 0.000
N -1.82 -0.06 0.16 0.000
C -0.72 0.73 0.01 0.009
S -0.63 1.76 -1.38 -0.017
N 0.27 0.73 0.92 -0.004
C 0.09 0.49 2.37 0.000
C 1.19 -0.43 2.85 -0.003
H -3.08 -0.70 2.39 0.000
H -3.05 -2.45 2.21 0.000
H -3.94 -1.46 1.04 0.000
H -0.87 -1.51 1.37 0.000
H -1.80 -2.13 -0.02 -0.001
H -2.44 -0.05 -0.66 0.002
H 1.01 1.43 0.75 0.001
H 0.17 1.48 2.85 0.000
H -0.91 0.09 2.55 0.004
H 2.18 0.04 2.72 0.001
H 1.06 -0.65 3.91 0.000
H 1.18 -1.38 2.31 0.001
```

The calculation puts the orbital gap (spin up / spin down) at 7.84 / 9.03 eV. Its total charge is +1. Its total energy is -23698.63913 eV. The value obtained for the energy above the lowest of the compared OMol25 structures with the same formula, charge and spin is 0.00 kcal per mole. Its spin multiplicity is 3.

***

The ion C24H30N7O2 with charge +1 in a non-equilibrium geometry. Source: the Open Molecules 2025 dataset; level of theory: ωB97M-V with the def2-TZVPD basis set.

The geometry in XYZ format:
```
63
Properties=species:S:1:pos:R:3:mulliken_charge:R:1
C 6.69 1.58 1.15 -1.346
C 6.10 0.80 0.02 0.033
O 6.62 0.67 -1.06 -0.512
C 4.76 0.16 0.31 0.518
C 4.57 -1.17 0.18 1.528
C 3.25 -1.69 0.42 1.129
C 2.91 -3.04 0.33 -1.138
N 1.67 -3.48 0.53 -0.677
C 0.79 -2.55 0.85 -0.076
N 0.96 -1.27 0.97 -0.187
C 2.20 -0.79 0.76 -0.038
N 2.41 0.53 0.86 -0.008
C 3.69 1.09 0.68 0.768
O 3.85 2.28 0.82 -0.652
C 1.33 1.46 1.17 -0.219
H 1.80 2.45 1.14 0.753
C 0.16 1.43 0.16 -1.334
C -1.12 1.45 1.02 0.450
H -1.53 0.45 1.10 -0.467
C -0.66 1.92 2.40 -1.042
H -0.55 3.01 2.41 0.373
H -1.35 1.64 3.19 0.434
C 0.70 1.26 2.55 -0.757
H 0.58 0.20 2.76 0.341
H 1.31 1.71 3.34 0.350
H -1.88 2.11 0.60 0.396
H 0.19 0.54 -0.47 0.274
H 0.21 2.30 -0.49 0.403
N -0.57 -3.06 1.05 0.358
H -0.53 -4.08 0.89 0.443
H -0.91 -2.88 2.01 0.442
C -1.58 -2.39 0.20 -0.172
N -2.60 -1.90 0.88 -0.567
C -3.53 -1.24 0.25 -0.540
C -3.51 -0.98 -1.14 1.353
N -4.49 -0.29 -1.77 -0.055
C -4.26 0.44 -3.01 -0.671
H -3.45 0.02 -3.59 0.288
C -3.95 1.91 -2.65 -0.483
N -4.99 2.52 -1.86 -0.321
H -5.82 2.69 -2.42 0.306
C -5.32 1.73 -0.69 -0.384
H -6.18 2.18 -0.19 0.460
C -5.62 0.27 -1.07 -0.887
H -5.88 -0.33 -0.20 0.438
H -6.48 0.24 -1.75 0.389
H -4.46 1.76 -0.01 0.008
H -3.81 2.49 -3.56 0.466
H -3.02 1.94 -2.07 0.048
H -5.18 0.38 -3.61 0.371
C -2.40 -1.53 -1.84 -0.563
C -1.43 -2.25 -1.17 -0.760
H -0.60 -2.68 -1.70 0.485
H -2.31 -1.42 -2.90 0.373
H -4.32 -0.88 0.89 0.317
H 3.63 -3.80 0.07 0.540
C 5.66 -2.13 -0.19 -2.327
H 6.60 -1.60 -0.36 0.374
H 5.40 -2.66 -1.11 0.450
H 5.81 -2.86 0.60 0.446
H 7.72 1.85 0.93 0.400
H 6.64 1.02 2.08 0.342
H 6.10 2.49 1.28 0.338
```

The SMILES is CC(=O)c1c(C)c2cnc([NH2+]c3ccc(N4CCNCC4)cn3)nc2n(C2CCCC2)c1=O. The calculation puts the orbital gap at 7.16 eV. Its total charge is +1. Its total energy is -39895.56826 eV.

***

A structure of composition C4H2CaO5 in a non-equilibrium geometry. Source: the Open Molecules 2025 dataset; level of theory: ωB97M-V with the def2-TZVPD basis set.

The geometry in XYZ format:
```
12
Properties=species:S:1:pos:R:3:mulliken_charge:R:1
O 0.94 2.24 0.35 0.030
C 0.16 1.45 0.65 0.092
Ca -1.11 -0.29 1.72 1.622
O 2.77 0.32 -2.96 -0.114
C 1.90 0.36 -2.22 0.111
C -2.31 1.08 -0.21 0.045
O -2.62 1.64 -1.15 0.015
C -0.66 -1.38 -0.40 0.098
O -0.59 -1.79 -1.47 0.024
O 1.13 -1.26 2.41 -0.591
H 1.66 -1.55 1.67 0.339
H 1.57 -1.60 3.22 0.328
```

The calculation puts the orbital gap at 9.79 eV. Its total charge is +2. Its total energy is -32839.35285 eV. The value obtained for the energy above the lowest of the compared OMol25 structures with the same formula, charge and spin is 8.01 kcal per mole.

***

A structure of composition C29H35Cl3N4O2P2V in a non-equilibrium geometry. Source: the Open Molecules 2025 dataset; level of theory: ωB97M-V with the def2-TZVPD basis set.

The geometry in XYZ format:
```
76
Properties=species:S:1:pos:R:3:mulliken_spin:R:1
V -1.08 -1.21 -2.48 2.104
C -1.90 -1.32 -4.26 0.145
C -1.91 0.08 -3.91 0.150
C -3.04 0.77 -3.20 0.086
C -3.63 -0.04 -2.07 0.012
C -2.65 -0.78 -1.24 -0.084
C -2.37 -2.20 -1.34 0.039
C -2.85 -3.05 -2.45 -0.017
C -2.92 -2.36 -3.87 0.072
C 1.56 -1.18 2.30 0.030
H -1.21 -1.62 -5.07 0.032
H -1.39 0.72 -4.63 -0.026
H -3.84 1.07 -3.88 0.006
H -2.70 1.74 -2.80 -0.018
H -4.21 0.62 -1.42 -0.009
H -4.42 -0.71 -2.42 0.001
H -2.68 -0.47 -0.19 -0.012
H -2.30 -2.72 -0.40 0.041
H -3.87 -3.34 -2.17 -0.008
H -2.32 -4.01 -2.52 -0.012
H -2.80 -3.20 -4.57 0.001
H -3.95 -2.00 -3.98 0.006
H 1.81 -1.37 1.25 0.002
H 1.47 -2.13 2.85 0.000
H 2.28 -0.51 2.79 -0.012
P -0.01 -0.37 2.33 0.010
P 1.91 1.31 -0.09 -0.200
N -1.15 -1.62 2.62 0.005
N -0.23 0.65 3.62 0.005
N 1.81 0.10 -1.42 0.126
N 2.49 2.60 -1.02 0.015
C -0.57 0.39 0.84 -0.102
C 0.15 1.53 0.09 0.041
C -0.88 -2.96 2.33 0.007
C -2.02 -3.70 2.53 0.001
C -3.07 -2.79 2.89 0.001
C -2.52 -1.52 2.88 0.000
C 0.15 0.32 4.93 0.000
C -0.19 1.35 5.79 0.001
C -0.82 2.38 4.98 0.000
C -0.84 1.91 3.68 0.007
C 2.24 -1.22 -1.25 -0.005
C 1.81 -2.01 -2.30 0.027
C 0.97 -1.19 -3.16 -0.016
C 0.79 0.07 -2.43 0.207
C 2.35 2.94 -2.39 0.003
C 3.28 3.92 -2.71 -0.004
C 3.96 4.27 -1.50 -0.001
C 3.41 3.52 -0.49 -0.007
H -1.58 0.75 1.05 0.010
H -0.69 -0.46 0.15 0.151
H -0.23 1.58 -0.95 0.007
H -0.01 2.51 0.54 0.004
H 0.10 -3.26 2.00 0.000
H -2.10 -4.77 2.42 0.000
H -4.09 -3.05 3.13 0.000
H -2.99 -0.55 3.04 -0.001
H 0.61 -0.62 5.13 0.001
H -0.04 1.38 6.86 0.000
H -1.22 3.33 5.33 0.000
H -1.25 2.34 2.78 0.000
H 2.93 -1.42 -0.43 0.010
H 2.26 -2.95 -2.61 0.003
H 0.75 -1.30 -4.23 0.043
H 0.50 0.98 -2.90 0.005
H 1.61 2.49 -3.03 -0.019
H 3.48 4.35 -3.69 -0.001
H 4.75 4.99 -1.34 0.000
H 3.61 3.51 0.56 -0.001
Cl 6.34 0.48 2.43 0.001
C 4.89 1.49 2.62 -0.001
Cl 4.13 1.15 4.19 0.019
Cl 5.30 3.21 2.46 0.005
C 3.92 1.11 1.46 0.106
O 4.23 0.30 0.60 0.051
O 2.67 1.72 1.34 -0.045
```

The calculation puts the orbital gap (spin up / spin down) at 4.61 / 4.73 eV. Its total energy is -122518.18609 eV. The value obtained for the energy above the lowest of the compared OMol25 structures with the same formula, charge and spin is 0.00 kcal per mole. Its spin multiplicity is 4.